(1)
# C42H108N6O18

9 unconnected molecules or ions with the total composition C42H108N6O18 (ωB97M-V/def2-TZVPD, the Open Molecules 2025 dataset).

Geometry (Å):
C -5.19544 3.59095 -3.36221
O -6.47088 4.20282 -3.23311
C -6.89829 4.09044 -1.88443
C -8.20841 4.88544 -1.63555
N -8.01267 6.33773 -1.97200
C -9.34995 6.91394 -2.39555
C -9.31132 8.45351 -2.44693
O -8.50164 8.92224 -3.56626
C -8.60938 10.28351 -3.78127
H -4.69085 3.79150 -4.30734
H -5.42302 2.53544 -3.21330
H -4.57333 3.74117 -2.47988
H -6.11145 4.41248 -1.20232
H -7.11130 3.05302 -1.62656
H -8.55841 4.78614 -0.60805
H -8.94418 4.44394 -2.30772
H -7.46084 6.25600 -2.81397
H -10.16676 6.53334 -1.78231
H -9.60877 6.43017 -3.33740
H -9.08044 8.83469 -1.45219
H -10.35626 8.70225 -2.63224
H -9.50039 10.46169 -4.38332
H -7.71321 10.64520 -4.28541
H -8.68424 10.93944 -2.91394
C -22.60705 5.47337 -3.24099
O -23.73597 5.01046 -2.47004
C -23.49564 4.98251 -1.09985
C -23.29124 3.49530 -0.61934
N -24.51908 2.72871 -0.77856
C -24.42245 1.34997 -0.30425
C -25.67243 0.55322 -0.57925
O -25.90889 -0.57618 0.22494
C -25.03984 -1.64014 0.26013
H -22.97647 5.24410 -4.24051
H -21.72263 4.84457 -3.13841
H -22.31113 6.52230 -3.25769
H -24.38744 5.41815 -0.64927
H -22.67810 5.62330 -0.76957
H -22.97784 3.57044 0.42192
H -22.40095 3.09548 -1.10474
H -24.84508 2.81815 -1.73031
H -24.22017 1.28592 0.76491
H -23.62766 0.79973 -0.80788
H -25.59037 0.24757 -1.62229
H -26.56022 1.17830 -0.48335
H -25.33513 -2.35750 1.02584
H -24.04387 -1.27662 0.51318
H -25.04903 -2.09031 -0.73251
C -8.37843 12.31577 -10.43386
O -9.27782 11.67051 -11.27146
C -10.36639 11.20149 -10.58221
C -11.45632 10.80692 -11.65758
N -11.15126 9.51490 -12.17848
C -12.28793 9.13057 -13.01641
C -12.06746 7.77946 -13.69649
O -10.91934 7.89809 -14.50436
C -10.32092 6.71031 -14.95664
H -7.62183 11.73456 -9.90675
H -8.89495 12.87890 -9.65657
H -7.74299 12.98334 -11.01581
H -10.76368 11.99513 -9.94946
H -10.09011 10.34101 -9.97283
H -11.57518 11.58740 -12.40912
H -12.37837 10.64880 -11.09817
H -10.37055 9.72342 -12.78438
H -12.46479 9.90388 -13.76394
H -13.09970 9.03039 -12.29592
H -12.92370 7.54181 -14.32775
H -12.01046 7.00990 -12.92667
H -10.32975 5.92686 -14.19886
H -9.30701 7.01177 -15.21969
H -10.79803 6.36624 -15.87430
C -8.25741 17.98656 -1.15349
O -8.11623 19.16191 -1.87791
C -8.83610 20.31670 -1.40744
C -10.40198 20.19602 -1.38262
N -10.92552 19.99557 -2.77289
C -10.84278 18.57171 -3.26195
C -11.52991 18.43808 -4.64860
O -12.97564 18.53244 -4.47301
C -13.61420 18.26213 -5.71793
H -8.04940 17.14318 -1.81191
H -9.22608 17.83839 -0.67621
H -7.55782 17.97847 -0.31766
H -8.54954 21.05464 -2.15673
H -8.36179 20.57746 -0.46133
H -10.65353 21.22164 -1.11255
H -10.67663 19.57009 -0.53357
H -11.82748 20.43595 -2.88533
H -11.38549 17.90387 -2.59292
H -9.79797 18.27905 -3.36604
H -11.32682 17.45814 -5.08057
H -11.24204 19.19704 -5.37607
H -13.20105 18.84559 -6.54072
H -14.67025 18.52817 -5.67243
H -13.57768 17.22062 -6.03731
C -25.52582 18.74770 -13.41439
O -25.40767 18.11891 -12.12835
C -26.14462 16.90032 -11.99963
C -25.84103 16.25659 -10.62314
N -24.91495 15.15985 -10.82032
C -24.57780 14.52479 -9.53173
C -23.69837 13.27272 -9.71169
O -24.19045 12.20505 -10.47569
C -23.31820 11.10171 -10.62421
H -24.98048 18.03937 -14.03805
H -25.04637 19.72534 -13.36474
H -26.51845 18.93449 -13.82417
H -25.88848 16.15778 -12.75536
H -27.22187 17.06601 -12.01238
H -26.75242 15.91833 -10.13012
H -25.47728 17.08619 -10.01689
H -25.29957 14.44135 -11.41692
H -25.52379 14.23220 -9.07612
H -24.06059 15.11431 -8.77472
H -23.49020 12.86033 -8.72442
H -22.76169 13.66468 -10.10803
H -22.98342 10.72919 -9.65609
H -22.41604 11.24066 -11.21995
H -23.76432 10.29367 -11.20400
C -16.79265 6.45286 0.44387
O -16.55225 5.05856 0.38042
C -16.41813 4.56644 -0.97492
C -15.94786 3.10731 -1.06266
N -17.08458 2.18549 -0.73089
C -17.24024 1.90293 0.69957
C -18.35263 0.90417 0.90564
O -18.43897 0.59834 2.29830
C -19.39224 -0.34813 2.58462
H -16.83241 6.68953 1.50712
H -17.74991 6.60113 -0.05591
H -16.11930 7.08560 -0.13436
H -15.64371 5.14701 -1.47623
H -17.38280 4.72545 -1.45682
H -15.08882 2.89381 -0.42662
H -15.58060 2.94361 -2.07579
H -16.98436 1.31649 -1.23575
H -17.30107 2.80703 1.30539
H -16.36617 1.36469 1.06616
H -18.01686 -0.00708 0.41068
H -19.29965 1.33153 0.57607
H -19.02122 -1.36464 2.45359
H -20.28052 -0.16219 1.98088
H -19.78423 -0.37919 3.60122
C -20.14985 11.96980 -1.89654
C -20.12088 13.21570 -0.93856
O -21.22841 13.24432 -0.13198
O -21.00675 12.36572 -2.94093
H -20.52467 11.09999 -1.35706
H -19.14435 11.87239 -2.30591
H -19.86484 14.13968 -1.45702
H -19.27459 13.11193 -0.25949
H -21.17262 14.00265 0.45404
H -21.91320 12.49451 -2.65221
C -15.10064 5.28372 -7.70540
C -14.75406 3.87006 -8.29223
O -13.63131 3.96841 -9.13942
O -13.99399 5.85853 -6.97526
H -15.95745 5.28431 -7.03161
H -15.33294 5.94157 -8.54286
H -15.66634 3.42121 -8.68511
H -14.47044 3.12677 -7.54713
H -12.92236 4.43713 -8.69297
H -13.23839 5.92144 -7.56407
C -15.81761 10.78351 -6.27038
C -16.84269 11.90766 -6.31610
O -18.14259 11.39441 -6.60726
O -15.56774 10.22336 -4.96853
H -14.84297 11.14352 -6.59988
H -16.05669 10.00016 -6.98962
H -16.68829 12.58388 -7.15692
H -16.80691 12.55711 -5.44145
H -18.69963 11.51769 -5.83518
H -15.20792 9.38085 -5.25543

Results
SMILES: COCCNCCOC.COCCNCCOC.COCCNCCOC.COCCNCCOC.COCCNCCOC.COCCNCCOC.OCCO.OCCO.OCCO
E_LUMO, eV: 0.01
Energy relative to the best compared isomer or geometry (same formula, charge and spin), eV: 4.3922
DFT total energy, hartree: -3347.36232

---

(2)
# C42H109N3O24S8

11 unconnected molecules or ions with the total composition C42H109N3O24S8 (ωB97M-V/def2-TZVPD, the Open Molecules 2025 dataset).

Geometry (Å):
C 3.17446 5.72294 -2.28888
C 4.04850 4.43526 -2.21632
N 5.12504 4.29112 -3.18814
C 4.65616 4.14286 -4.56114
C 3.82839 2.84214 -4.73849
C 6.05883 3.15887 -2.76806
C 6.96257 3.68633 -1.64729
H 3.53349 6.54842 -1.67424
H 2.17346 5.54622 -1.89536
H 3.15178 6.18581 -3.27546
H 4.38587 4.27642 -1.19209
H 3.41164 3.57739 -2.43213
H 4.07935 4.98576 -4.94182
H 5.54895 4.15693 -5.18631
H 4.08605 1.93812 -4.18671
H 2.84208 2.99727 -4.30120
H 3.69046 2.71365 -5.81207
H 6.67746 2.79891 -3.59014
H 5.34130 2.37209 -2.53519
H 6.91179 4.75254 -1.42656
H 7.95939 3.33737 -1.91688
H 6.75931 3.15984 -0.71477
C 12.22217 2.41302 -13.38926
C 11.15948 2.79886 -14.49944
N 9.86889 2.10146 -14.49592
C 9.03281 2.65707 -15.53888
C 7.67030 1.91712 -15.67436
C 9.25074 1.87114 -13.20058
C 8.31477 2.92482 -12.60186
H 11.93421 2.88025 -12.44751
H 13.28789 2.61728 -13.49236
H 12.16333 1.34850 -13.16245
H 10.90212 3.85567 -14.42863
H 11.66095 2.59867 -15.44631
H 8.94874 3.73509 -15.40133
H 9.55353 2.49778 -16.48312
H 7.71285 0.83017 -15.60487
H 7.03942 2.04864 -14.79528
H 6.97296 2.13690 -16.48277
H 10.05108 1.60141 -12.51150
H 8.64278 0.99687 -13.43323
H 8.94330 3.54604 -11.96379
H 7.52848 2.38461 -12.07456
H 7.99634 3.71659 -13.27994
C -2.83775 6.73082 8.54189
C -1.72166 7.64477 7.85707
N -0.37265 6.83095 7.76131
C -0.03860 6.13217 9.01350
C -0.04550 7.04096 10.23737
C 0.62450 7.72297 7.12200
C 1.47294 6.83345 6.26276
H -2.64382 6.43808 9.57377
H -2.92035 5.80369 7.97469
H -3.79266 7.24914 8.62902
H -2.09546 7.82394 6.84896
H -1.58065 8.58306 8.39355
H -0.76634 5.34903 9.22608
H 0.77436 5.42957 8.83038
H 0.68585 7.84614 10.30748
H -0.99919 7.54853 10.38208
H 0.16229 6.42830 11.11462
H 1.17425 8.41020 7.76509
H 0.12326 8.43153 6.46260
H 0.93682 6.16777 5.58634
H 1.95400 6.18402 6.99414
H 2.27896 7.43994 5.84971
O 0.58495 -3.88517 -3.00063
S -0.79246 -3.42101 -3.12223
O -1.32963 -2.22966 -2.56587
O -1.25208 -3.42913 -4.71101
C -2.51790 -2.83329 -5.02724
C -3.19373 -3.51260 -6.20523
C -1.93966 -4.72396 -2.53226
H -2.41899 -1.75786 -5.17477
H -3.21714 -2.93602 -4.19742
H -3.58749 -4.49262 -5.93574
H -2.55785 -3.35699 -7.07675
H -3.97212 -2.78733 -6.44229
H -2.88399 -4.25465 -2.25639
H -1.55452 -5.16868 -1.61466
H -2.15315 -5.54206 -3.22018
O 12.71605 15.96251 1.12670
S 12.42966 15.93397 -0.30209
O 13.50506 16.25756 -1.24110
O 11.79665 14.47764 -0.66288
C 10.96615 13.78837 0.29722
C 9.95536 12.92639 -0.37549
C 10.89930 16.88466 -0.66542
H 10.48441 14.39068 1.06745
H 11.56773 13.06552 0.84829
H 10.30235 12.11399 -1.01400
H 9.42505 13.56407 -1.08276
H 9.34844 12.43867 0.38733
H 10.11685 16.63511 0.05123
H 10.63388 16.98191 -1.71812
H 11.20269 17.88150 -0.34546
O 10.41897 -4.99244 6.11929
S 11.40659 -4.26546 6.94726
O 12.88245 -4.47939 6.78441
O 11.08215 -2.61865 6.97433
C 12.12922 -1.68477 7.19473
C 11.65137 -0.35803 6.82244
C 10.97987 -4.75458 8.80450
H 12.94219 -1.97163 6.52771
H 12.43296 -1.77718 8.23746
H 10.94964 -0.44124 5.99255
H 12.47377 0.34434 6.68667
H 10.99352 0.13961 7.53496
H 11.34427 -3.96880 9.46621
H 11.19276 -5.79435 9.05279
H 9.89185 -4.80752 8.84384
O 13.65033 0.35536 -5.48514
S 14.92532 1.18856 -5.49084
O 15.90598 1.23697 -4.35828
O 15.76038 0.68957 -6.82082
C 16.89299 -0.10843 -6.60405
C 17.66968 -0.47714 -7.76545
C 14.55393 2.86355 -6.08481
H 16.60177 -1.00716 -6.06038
H 17.64084 0.48347 -6.07635
H 17.14496 -0.87622 -8.63350
H 18.55814 -1.05331 -7.50708
H 18.17244 0.38333 -8.20696
H 13.53224 2.85433 -6.46451
H 15.37390 3.15465 -6.74131
H 14.44269 3.63956 -5.32748
O 4.17361 12.71261 -6.56560
S 4.54122 11.84704 -7.68644
O 3.71726 10.81168 -8.16773
O 4.94153 12.75513 -8.98458
C 4.11015 13.98499 -9.25294
C 4.67539 14.88988 -10.30762
C 6.33622 11.27861 -7.45144
H 4.04657 14.55983 -8.32903
H 3.10755 13.68126 -9.55403
H 4.70322 15.94800 -10.04741
H 4.40674 14.80248 -11.36037
H 5.73513 14.63681 -10.33956
H 6.93973 12.17073 -7.61881
H 6.49920 10.56019 -8.25482
H 6.41303 10.89336 -6.43469
O -5.74465 6.77189 -7.35010
S -5.19121 5.49311 -7.80064
O -5.68296 4.33787 -7.05751
O -5.56250 5.24093 -9.43508
C -5.88434 6.41436 -10.13090
C -7.36462 6.79268 -10.04391
C -3.35203 5.60327 -7.84944
H -5.56891 6.27464 -11.16486
H -5.32522 7.25505 -9.72013
H -7.52354 7.09785 -9.00963
H -7.94904 5.90924 -10.30096
H -7.66169 7.65153 -10.64577
H -2.90381 4.90411 -8.55540
H -3.12732 5.42385 -6.79805
H -3.14620 6.62709 -8.16172
O 4.87190 -5.31994 -11.00175
S 3.85150 -5.03988 -9.96770
O 3.05070 -3.80067 -10.06673
O 2.90943 -6.34401 -9.71816
C 3.61145 -7.49078 -9.25728
C 2.99869 -8.06572 -8.05108
C 4.69228 -4.93558 -8.36390
H 4.67290 -7.37551 -9.03786
H 3.56192 -8.27296 -10.01480
H 3.70037 -8.77593 -7.61366
H 2.07504 -8.62152 -8.21251
H 2.83784 -7.28738 -7.30515
H 3.80359 -4.98861 -7.73500
H 5.04663 -3.90912 -8.26948
H 5.46603 -5.65422 -8.09378
O 9.68304 -7.54873 -2.25106
S 10.76252 -6.59341 -2.28782
O 12.08891 -6.92515 -1.69329
O 11.04166 -6.24041 -3.91434
C 12.28262 -5.64009 -4.22189
C 13.27490 -6.81270 -4.44698
C 10.20036 -4.82220 -1.77025
H 12.63204 -4.87110 -3.53293
H 12.11538 -5.16960 -5.19079
H 14.11073 -6.44840 -5.04427
H 12.80044 -7.64726 -4.96321
H 13.63080 -7.21577 -3.49884
H 9.19951 -4.73300 -2.19266
H 10.97554 -4.10034 -2.02739
H 10.02913 -4.95938 -0.70256

Results
SMILES: CCOS(C)(=O)=O.CCOS(C)(=O)=O.CCOS(C)(=O)=O.CCOS(C)(=O)=O.CCOS(C)(=O)=O.CCOS(C)(=O)=O.CCOS(C)(=O)=O.CCOS(C)(=O)=O.CCN(CC)CC.CCN(CC)CC.CCN(CC)CC
E_LUMO, eV: 0.37
Energy relative to the best compared isomer or geometry (same formula, charge and spin), eV: 9.6092
DFT total energy, hartree: -6820.67803

---

What did we get for E_HOMO? Answer: -8.78, -8.02 eV, in the order shown.